Below is a molecular structure, C22H31N7OSSc, with properties calculated with ωB97M-V/def2-TZVPD.

Calculated values
**HOMO-LUMO gap**: 8.12 eV
**E_HOMO**: -16.907 eV
**Lowest unoccupied orbital energy**: -8.8 eV
**Charge**: +3
**Maximum force**: 0.39 eV/A
**Electronic energy**: -67311.7350 eV

Geometry as XYZ:
```
63
Properties=species:S:1:pos:R:3:forces:R:3:mulliken_charge:R:1
Sc -0.591 -0.062 -0.056 0.05 0.00 0.10 0.33
C -0.785 1.897 2.488 -0.08 -0.01 -0.09 -0.72
N 0.056 0.750 2.046 0.07 0.05 0.13 -0.15
C 0.172 -0.331 3.065 -0.08 -0.04 0.02 -0.87
C -0.495 -1.569 2.555 0.00 0.01 -0.09 0.27
N -0.791 -1.741 1.267 0.05 0.06 -0.03 0.11
C -1.280 -3.059 1.157 0.02 -0.03 0.12 0.36
C -1.683 -3.803 0.052 -0.02 0.02 -0.04 -0.36
C -2.109 -5.096 0.279 0.00 -0.01 -0.02 -0.82
C -2.136 -5.647 1.568 0.01 0.01 0.02 -0.56
C -1.720 -4.927 2.669 0.02 -0.03 0.11 -1.03
C -1.286 -3.630 2.429 -0.03 0.06 -0.18 0.66
N -0.780 -2.645 3.279 0.00 -0.11 0.15 -0.02
C -1.601 2.400 1.339 0.04 0.02 -0.13 -0.08
N -1.647 1.786 0.158 0.01 -0.01 0.15 0.44
C -2.485 2.573 -0.655 0.00 0.05 0.01 0.09
C -2.860 2.431 -1.988 0.00 0.04 -0.02 -0.24
C -3.701 3.393 -2.514 0.05 -0.07 0.01 -0.93
C -4.160 4.470 -1.741 -0.02 0.01 -0.02 -0.58
C -3.783 4.626 -0.422 -0.01 0.07 0.11 -1.06
C -2.935 3.657 0.097 0.06 -0.19 -0.11 0.72
N -2.343 3.502 1.352 -0.11 0.20 0.06 -0.06
H -0.165 2.704 2.883 0.02 0.00 0.05 0.49
H -1.449 1.581 3.293 -0.02 -0.05 -0.01 0.43
H 0.993 1.114 1.894 0.02 0.03 -0.03 0.28
H -0.263 -0.022 4.015 0.02 0.02 0.03 0.45
H 1.223 -0.549 3.257 0.03 0.01 -0.03 0.43
H -1.639 -3.404 -0.952 -0.02 0.01 -0.02 0.43
H -2.420 -5.711 -0.555 0.00 0.02 0.00 0.45
H -2.479 -6.664 1.699 0.01 0.01 0.01 0.43
H -1.724 -5.355 3.663 0.00 -0.01 -0.03 0.45
H -0.635 -2.749 4.273 0.02 0.02 0.00 0.26
H -2.500 1.613 -2.598 0.01 0.03 -0.02 0.54
H -4.014 3.318 -3.547 -0.01 0.01 0.01 0.45
H -4.821 5.196 -2.194 0.01 0.00 0.02 0.44
H -4.131 5.460 0.173 0.00 0.00 -0.03 0.47
H -2.459 4.132 2.135 0.02 -0.01 0.01 0.28
C 1.886 -1.943 -3.178 0.05 -0.01 0.02 -1.13
N 1.522 -0.607 -3.670 0.02 -0.03 -0.01 0.18
C 1.068 -0.594 -5.069 0.02 0.05 -0.07 -1.25
C 1.545 0.477 -2.900 0.05 -0.02 -0.05 0.65
S 1.568 0.262 -1.140 0.04 0.04 -0.01 -0.35
N 1.648 1.700 -3.402 0.00 -0.03 0.06 0.08
C 2.393 1.990 -4.641 -0.03 0.05 -0.15 -1.21
C 1.340 2.901 -2.620 0.00 0.06 0.07 -1.04
H 2.358 -2.486 -3.994 -0.01 0.02 -0.03 0.40
H 1.004 -2.501 -2.859 -0.04 0.00 -0.01 0.36
H 2.590 -1.882 -2.355 0.00 0.04 0.00 0.41
H 0.441 -1.471 -5.223 -0.01 -0.01 0.04 0.44
H 1.901 -0.657 -5.768 0.03 0.02 0.02 0.38
H 0.484 0.297 -5.279 0.02 0.04 0.04 0.42
H 3.007 1.146 -4.932 0.01 -0.10 0.03 0.44
H 3.053 2.831 -4.438 -0.01 -0.01 0.05 0.43
H 1.727 2.267 -5.458 -0.02 -0.02 0.02 0.38
H 0.511 2.724 -1.942 -0.05 -0.04 0.01 0.25
H 1.058 3.692 -3.311 0.00 -0.03 -0.03 0.43
H 2.211 3.228 -2.050 0.02 -0.03 -0.02 0.37
C -3.389 -0.967 -1.373 -0.15 0.02 0.03 -0.79
O -1.933 -0.769 -1.503 -0.28 -0.12 -0.25 0.10
H -3.649 -1.962 -1.719 0.07 -0.05 0.03 0.41
H -3.906 -0.207 -1.952 0.05 0.03 0.02 0.38
H -3.631 -0.865 -0.320 0.03 0.00 0.03 0.29
H -1.677 -0.977 -2.411 0.07 -0.03 -0.07 0.19
```
Positions in Å, forces in eV/Å.

Below is a molecular structure, C22H31N7OSSc in a non-equilibrium geometry, with properties calculated with ωB97M-V/def2-TZVPD.

Calculated values
**HOMO-LUMO gap**: 7.73 eV
**E_HOMO**: -16.935 eV
**Lowest unoccupied orbital energy**: -9.2 eV
**Charge**: +3
**Maximum force**: 1.15 eV/A
**Electronic energy**: -67311.2870 eV

Geometry as XYZ:
```
63
Properties=species:S:1:pos:R:3:forces:R:3:mulliken_charge:R:1
Sc 0.345 0.247 0.725 -0.44 0.22 -0.19 0.52
C -0.274 -1.024 3.790 -0.12 -0.33 0.08 -0.84
N 0.415 0.176 3.260 -0.17 0.37 -0.38 -0.19
C 1.815 0.320 3.720 0.36 0.02 0.11 -0.84
C 2.770 0.292 2.563 -0.02 -0.03 0.26 0.24
N 2.396 0.478 1.291 -0.05 -0.13 0.48 -0.03
C 3.585 0.475 0.552 0.78 -0.05 -0.08 0.40
C 3.820 0.682 -0.805 -0.04 0.01 0.03 -0.28
C 5.131 0.620 -1.237 -0.10 0.00 -0.03 -0.85
C 6.185 0.342 -0.359 -0.02 -0.06 0.14 -0.54
C 5.973 0.151 0.991 -0.09 0.03 0.06 -1.01
C 4.660 0.244 1.433 -0.27 0.15 -1.09 0.65
N 4.094 0.144 2.686 -0.49 0.00 0.19 0.01
C -0.848 -1.837 2.669 0.12 0.14 0.14 0.01
N -0.831 -1.412 1.403 0.13 -0.08 0.39 0.25
C -1.540 -2.373 0.683 -0.36 -0.62 -0.06 0.19
C -1.890 -2.402 -0.662 0.09 0.09 0.07 -0.02
C -2.629 -3.483 -1.096 0.11 0.11 -0.07 -1.25
C -3.000 -4.513 -0.224 0.01 -0.02 0.08 -0.61
C -2.667 -4.494 1.117 0.05 0.08 0.08 -1.00
C -1.941 -3.396 1.561 -0.02 0.33 -1.10 0.59
N -1.478 -3.011 2.803 0.25 0.41 0.20 -0.03
H -1.085 -0.732 4.469 0.16 -0.05 -0.09 0.44
H 0.418 -1.647 4.368 -0.11 0.15 -0.05 0.43
H -0.107 0.992 3.591 0.19 -0.24 -0.14 0.24
H 2.079 -0.478 4.424 -0.07 0.19 -0.07 0.36
H 1.950 1.269 4.253 -0.08 -0.15 -0.07 0.44
H 3.013 0.913 -1.491 0.09 0.00 0.04 0.42
H 5.365 0.797 -2.275 -0.05 0.00 -0.10 0.45
H 7.188 0.277 -0.750 0.10 0.03 -0.02 0.43
H 6.783 -0.059 1.669 0.15 0.01 0.07 0.45
H 4.618 0.003 3.538 -0.16 0.01 0.09 0.27
H -1.601 -1.590 -1.323 -0.10 -0.13 -0.04 0.75
H -2.923 -3.539 -2.132 -0.06 -0.05 -0.10 0.47
H -3.568 -5.340 -0.617 -0.07 -0.13 0.00 0.44
H -2.959 -5.285 1.788 -0.09 -0.12 0.03 0.47
H -1.610 -3.540 3.655 0.05 0.15 0.07 0.28
C -0.217 3.719 -1.928 0.52 0.44 0.24 -1.18
N -1.369 2.882 -2.209 -0.27 -0.29 0.29 0.16
C -1.661 2.704 -3.624 -0.24 0.00 -0.51 -1.33
C -2.012 2.255 -1.224 0.06 -0.09 -0.03 0.64
S -1.197 2.155 0.334 0.39 -0.19 0.56 -0.31
N -3.242 1.770 -1.314 0.62 0.10 -0.09 0.13
C -4.254 2.259 -2.238 -0.42 0.22 -0.48 -1.21
C -3.756 0.873 -0.298 -0.03 -0.55 0.54 -1.15
H -0.103 4.438 -2.737 -0.01 -0.07 -0.02 0.44
H 0.704 3.125 -1.840 -0.14 0.14 -0.08 0.33
H -0.360 4.277 -1.003 0.05 -0.05 -0.13 0.45
H -0.716 2.672 -4.168 -0.01 -0.04 0.07 0.47
H -2.237 3.537 -4.027 0.00 -0.01 -0.02 0.41
H -2.198 1.776 -3.803 -0.04 -0.01 0.04 0.44
H -3.970 3.209 -2.679 0.05 -0.01 0.04 0.42
H -5.175 2.418 -1.676 0.07 0.01 0.02 0.44
H -4.461 1.531 -3.024 0.03 0.04 0.02 0.39
H -2.981 0.168 0.025 -0.35 0.18 -0.10 0.32
H -4.590 0.313 -0.715 0.03 0.02 -0.05 0.43
H -4.110 1.435 0.570 -0.02 -0.02 -0.03 0.38
C 1.218 -1.295 -2.077 0.27 -0.84 -0.13 -0.86
O 0.565 -0.139 -1.477 -0.04 0.25 -0.14 0.23
H 1.927 -0.976 -2.843 -0.03 0.06 0.23 0.42
H 0.475 -1.957 -2.533 0.07 0.19 0.19 0.35
H 1.747 -1.832 -1.286 -0.05 0.11 -0.14 0.34
H 0.323 0.417 -2.242 -0.16 0.13 0.76 0.12
```
Positions in Å, forces in eV/Å.

Which of these has the lowest electronic energy? number 1